No. 1
Formula: C21H31N3OP2Rh
Source: the Open Molecules 2025 dataset
Level of theory: ωB97M-V/def2-TZVPD

Structure (XYZ):
```
59
Properties=species:S:1:pos:R:3:lowdin_spin:R:1
H 2.608 2.605 -0.875 0.000
C -0.301 2.118 -1.795 0.012
C -3.371 -0.100 -1.184 0.077
H -4.328 -0.402 4.568 0.005
H 4.612 -1.972 1.194 0.000
H 3.153 -4.352 -2.300 0.000
P 1.066 0.866 -1.643 0.108
H 3.483 1.190 -1.529 0.001
C -3.609 0.988 -3.352 0.083
H -0.055 -1.559 1.344 0.151
H -0.102 2.830 -2.615 0.001
C -2.482 0.384 3.741 -0.006
C -3.728 -0.255 3.664 0.087
H 0.201 -0.605 -3.380 0.003
H 3.939 -2.977 -3.169 0.000
H 2.246 -2.826 -2.563 0.000
C -2.362 1.600 -3.173 -0.010
C -4.113 0.151 -2.344 -0.012
H 3.298 -0.847 1.471 0.003
C 3.250 -3.245 -2.342 0.002
C 1.070 0.071 -3.314 0.033
H -1.969 2.277 -3.942 -0.002
H 2.076 2.579 1.416 0.000
C -1.704 0.596 2.592 0.072
H -5.090 -0.332 -2.467 -0.002
H -0.236 1.778 3.664 0.003
H -5.181 -1.189 2.346 -0.002
H 1.005 0.822 -4.122 0.006
N 3.702 -1.578 0.912 0.006
N -1.386 0.276 0.187 0.550
H 1.993 -0.521 -3.433 0.000
C -4.206 -0.692 2.419 -0.012
C 3.129 -1.913 -0.253 0.035
H 3.321 1.310 1.643 0.001
H -0.302 2.666 -0.833 0.002
Rh 0.529 -0.559 0.192 2.049
H 0.756 -1.362 3.628 0.010
C -3.435 -0.525 1.261 0.079
H -0.490 2.252 1.951 0.003
C -2.104 0.516 -1.001 0.045
H 1.665 -0.008 4.410 0.004
H 2.586 2.118 3.077 0.009
C -0.426 1.393 2.646 0.017
H 2.492 -1.126 3.259 0.001
H -4.904 -1.260 -0.167 0.002
H -4.186 1.168 -4.264 0.005
H 4.709 -3.142 -0.798 0.002
P 1.071 0.454 2.067 0.121
H -2.119 0.756 4.706 -0.001
H -3.300 -2.029 -0.252 0.015
H 2.735 2.383 -2.655 0.004
C -1.610 1.402 -2.001 0.070
O 2.045 -1.449 -0.609 0.187
C 2.395 1.742 2.056 0.037
C -3.822 -1.057 -0.101 0.023
C 2.622 1.862 -1.688 0.019
C -2.171 0.107 1.341 0.053
N 3.790 -2.770 -1.083 0.019
C 1.547 -0.608 3.491 0.028
```

Its charge is +1. The multiplicity is 5. The value obtained for the relative energy (zero: lowest compared OMol25 entry of this formula, charge and spin) is 0.00 kcal per mole. The calculation puts the HOMO-LUMO gap (spin up / spin down) at 5.80 / 6.21 eV. Its LUMO energy (spin up / spin down) is -1.98 / -4.82 eV.

No. 2
Formula: C21H31N4O2S4SbSe2SiTe3W
Source: the Open Molecules 2025 dataset
Level of theory: ωB97M-V/def2-TZVPD

Structure (XYZ):
```
70
Properties=species:S:1:pos:R:3:nbo_charge:R:1
C 2.099 5.895 1.521 -0.419
H -3.616 -1.088 -3.597 0.219
Si -1.853 1.731 -0.117 1.900
C 1.457 3.501 1.544 0.699
C 3.621 -4.571 -2.220 -0.200
C -1.109 -0.550 -1.349 0.166
C 2.779 -4.876 -1.162 -0.203
H -2.970 0.427 -1.864 0.229
H 1.029 5.020 -1.035 0.227
H -1.591 3.610 -1.685 0.234
H -3.403 0.932 1.616 0.274
C -3.456 1.014 0.527 -1.184
O 0.786 -1.813 -0.964 -0.513
C -1.965 2.591 -1.789 -1.164
C 2.557 -2.425 -2.460 -0.266
C -0.348 -1.662 -1.709 0.233
H 1.210 6.321 1.994 0.208
S 1.166 2.018 5.822 -0.834
Te -2.130 -2.391 1.495 1.210
S 2.749 0.841 2.652 -0.443
Se 2.998 0.321 -0.542 -0.239
H -1.384 2.102 -2.569 0.260
Te 4.647 -0.584 2.969 0.212
H 1.575 4.345 3.380 0.414
H -4.295 -2.460 -0.088 0.235
N 1.317 3.527 2.857 -0.796
H 1.049 2.727 3.420 0.465
H -2.239 -4.801 2.510 0.248
C -1.898 -2.358 -3.392 -0.204
C -1.603 3.209 1.007 -1.146
C -1.435 -4.337 1.942 -0.925
H -0.534 -4.277 2.547 0.240
C -2.687 -1.266 -3.074 -0.213
H -1.302 3.015 2.030 0.263
C -0.716 -2.556 -2.700 -0.273
H -2.195 -3.053 -4.165 0.220
H -4.295 -3.834 1.051 0.243
H -3.002 2.656 -2.132 0.235
H 1.147 -4.185 0.071 0.233
N 1.211 2.452 0.737 -0.678
C -2.302 -0.389 -2.072 -0.243
Te 4.773 -1.256 0.304 0.109
S -3.295 -1.927 3.396 -0.748
C 1.817 -3.963 -0.747 -0.275
O 1.110 2.315 -1.581 -0.585
H 2.867 -5.827 -0.653 0.221
H 4.158 -3.110 -3.701 0.222
Sb 1.125 0.132 4.591 1.064
H -1.236 -4.876 1.015 0.222
C 1.316 2.930 -0.562 0.692
H -0.946 3.965 0.576 0.210
H -2.613 3.638 1.031 0.244
H -3.731 0.031 0.144 0.231
C 1.758 4.384 -0.527 -0.320
S -0.409 0.700 2.734 -0.520
H 2.449 -1.468 -2.950 0.245
Se 1.396 -1.989 1.932 0.043
H -4.269 1.704 0.278 0.245
C 1.733 -2.746 -1.395 0.370
C -3.695 -3.254 0.353 -0.925
H 2.446 6.587 0.758 0.228
H 2.729 4.485 -1.017 0.234
N 1.819 4.626 0.893 -0.407
C 3.506 -3.348 -2.870 -0.212
H -0.080 -3.402 -2.923 0.236
H -3.270 -3.877 -0.434 0.225
H 2.891 5.799 2.267 0.212
N -0.685 0.293 -0.273 -1.059
W 0.899 -0.036 0.902 0.651
H 4.363 -5.288 -2.545 0.218
```

Its charge is 0. The calculation puts the HOMO-LUMO gap at 5.49 eV. Its LUMO energy is -1.73 eV.

No. 3
Formula: C21H31N5O3
Source: the Open Molecules 2025 dataset
Level of theory: ωB97M-V/def2-TZVPD

Structure (XYZ):
```
60
Properties=species:S:1:pos:R:3:nbo_charge:R:1
H 0.974 0.650 0.988 0.218
H -4.309 4.932 -1.579 0.212
H 1.337 0.492 -0.739 0.220
C 1.488 -2.063 -0.764 0.670
H -0.384 -2.167 2.288 0.233
N -0.007 -4.420 0.717 -0.470
H -0.710 5.577 -3.961 0.200
H -2.163 4.219 -2.457 0.184
H 0.711 -1.857 3.642 0.212
H -1.723 3.611 2.361 0.498
H 3.697 -1.033 1.534 0.213
C -3.370 3.578 -0.122 -0.411
H -0.310 7.240 -3.531 0.212
C 0.436 -1.540 2.635 -0.635
H -3.490 2.735 -0.810 0.197
N -1.211 1.397 -0.354 -0.610
C -1.939 3.602 0.458 0.162
H -4.098 3.470 0.680 0.231
H 4.463 -5.555 -1.561 0.196
H -2.613 6.683 -2.763 0.201
H 0.095 -0.503 2.693 0.223
N 0.772 -6.527 0.715 -0.357
O 1.294 -1.647 -1.899 -0.629
C 1.703 -5.774 0.037 0.308
N 2.832 -6.206 -0.501 -0.432
O -1.936 4.286 1.694 -0.727
C -0.210 -5.654 1.085 0.238
N 1.294 -1.298 0.334 -0.423
H 1.909 -2.740 1.672 0.216
H -0.885 -0.500 -1.130 0.226
H -0.661 5.242 -0.034 0.236
O -1.182 1.817 1.862 -0.658
H -1.583 6.997 -1.380 0.199
C -0.538 6.255 -3.122 -0.604
H -0.304 3.831 -1.019 0.212
C 1.955 -3.482 -0.589 -0.069
C -3.457 4.886 -0.898 -0.401
C -0.701 0.046 -0.207 -0.232
C 0.837 -7.953 0.948 -0.401
C -1.755 6.298 -2.205 -0.387
H -1.071 -5.996 1.640 0.199
H 3.753 -3.200 -1.714 0.231
H -1.361 1.771 -1.275 0.403
C 2.849 -0.908 2.209 -0.617
C -1.115 4.412 -0.578 -0.434
C 1.202 -4.466 0.044 0.053
C -2.113 4.937 -1.626 -0.209
H -1.238 -0.446 0.604 0.215
H 2.633 0.158 2.298 0.207
C 3.136 -3.907 -1.177 -0.242
C -1.402 2.193 0.716 0.675
C 0.796 0.049 0.099 -0.233
H 3.139 -1.268 3.197 0.216
H 0.013 -8.240 1.597 0.212
H 0.348 5.905 -2.589 0.202
H -3.533 5.726 -0.202 0.210
C 3.531 -5.247 -1.102 0.038
H 0.762 -8.498 0.008 0.215
C 1.637 -1.688 1.709 -0.031
H 1.780 -8.210 1.426 0.221
```

Its charge is 0. Its structure (SMILES) is CC[C@@H]1CC[C@@](O)(C(=O)NCCN(C(=O)c2ccnc3c2ncn3C)C(C)C)C1. The value obtained for the relative energy (zero: lowest compared OMol25 entry of this formula, charge and spin) is 0.33 kcal per mole. The calculation puts the HOMO-LUMO gap at 9.64 eV. Its LUMO energy is 0.52 eV.

Which of these has the highest charge? C21H31N3OP2Rh

charge of number 1 (C21H31N3OP2Rh)? +1

Please write out number 2 again, unchanged.
Formula: C21H31N4O2S4SbSe2SiTe3W
Source: the Open Molecules 2025 dataset
Level of theory: ωB97M-V/def2-TZVPD

Structure (XYZ):
```
70
Properties=species:S:1:pos:R:3:nbo_charge:R:1
C 2.099 5.895 1.521 -0.419
H -3.616 -1.088 -3.597 0.219
Si -1.853 1.731 -0.117 1.900
C 1.457 3.501 1.544 0.699
C 3.621 -4.571 -2.220 -0.200
C -1.109 -0.550 -1.349 0.166
C 2.779 -4.876 -1.162 -0.203
H -2.970 0.427 -1.864 0.229
H 1.029 5.020 -1.035 0.227
H -1.591 3.610 -1.685 0.234
H -3.403 0.932 1.616 0.274
C -3.456 1.014 0.527 -1.184
O 0.786 -1.813 -0.964 -0.513
C -1.965 2.591 -1.789 -1.164
C 2.557 -2.425 -2.460 -0.266
C -0.348 -1.662 -1.709 0.233
H 1.210 6.321 1.994 0.208
S 1.166 2.018 5.822 -0.834
Te -2.130 -2.391 1.495 1.210
S 2.749 0.841 2.652 -0.443
Se 2.998 0.321 -0.542 -0.239
H -1.384 2.102 -2.569 0.260
Te 4.647 -0.584 2.969 0.212
H 1.575 4.345 3.380 0.414
H -4.295 -2.460 -0.088 0.235
N 1.317 3.527 2.857 -0.796
H 1.049 2.727 3.420 0.465
H -2.239 -4.801 2.510 0.248
C -1.898 -2.358 -3.392 -0.204
C -1.603 3.209 1.007 -1.146
C -1.435 -4.337 1.942 -0.925
H -0.534 -4.277 2.547 0.240
C -2.687 -1.266 -3.074 -0.213
H -1.302 3.015 2.030 0.263
C -0.716 -2.556 -2.700 -0.273
H -2.195 -3.053 -4.165 0.220
H -4.295 -3.834 1.051 0.243
H -3.002 2.656 -2.132 0.235
H 1.147 -4.185 0.071 0.233
N 1.211 2.452 0.737 -0.678
C -2.302 -0.389 -2.072 -0.243
Te 4.773 -1.256 0.304 0.109
S -3.295 -1.927 3.396 -0.748
C 1.817 -3.963 -0.747 -0.275
O 1.110 2.315 -1.581 -0.585
H 2.867 -5.827 -0.653 0.221
H 4.158 -3.110 -3.701 0.222
Sb 1.125 0.132 4.591 1.064
H -1.236 -4.876 1.015 0.222
C 1.316 2.930 -0.562 0.692
H -0.946 3.965 0.576 0.210
H -2.613 3.638 1.031 0.244
H -3.731 0.031 0.144 0.231
C 1.758 4.384 -0.527 -0.320
S -0.409 0.700 2.734 -0.520
H 2.449 -1.468 -2.950 0.245
Se 1.396 -1.989 1.932 0.043
H -4.269 1.704 0.278 0.245
C 1.733 -2.746 -1.395 0.370
C -3.695 -3.254 0.353 -0.925
H 2.446 6.587 0.758 0.228
H 2.729 4.485 -1.017 0.234
N 1.819 4.626 0.893 -0.407
C 3.506 -3.348 -2.870 -0.212
H -0.080 -3.402 -2.923 0.236
H -3.270 -3.877 -0.434 0.225
H 2.891 5.799 2.267 0.212
N -0.685 0.293 -0.273 -1.059
W 0.899 -0.036 0.902 0.651
H 4.363 -5.288 -2.545 0.218
```

Its charge is 0. The calculation puts the HOMO-LUMO gap at 5.49 eV. Its LUMO energy is -1.73 eV.